(1)
Density functional theory data (wB97M-V/def2-TZVPD) for a cluster of 3 separate species, C4H14O2 in total.

Computed properties:
SMILES string: CC(C)C.O.O
lowest unoccupied orbital energy: 0.459 eV
HOMO energy: -10.289 eV
frontier orbital gap: 10.7 eV

Atoms and positions in Å:
C (0.35, -1.68, 0.65)
C (1.34, -0.53, 0.41)
C (0.88, -0.02, -0.91)
C (1.40, 0.48, 1.56)
H (-0.58, -1.82, 0.08)
H (0.84, -2.65, 0.28)
H (-0.01, -1.79, 1.68)
H (2.33, -1.08, 0.34)
H (1.19, 1.00, -1.11)
H (-0.21, 0.34, -0.94)
H (0.97, -0.72, -1.71)
H (1.50, -0.03, 2.54)
H (2.25, 1.15, 1.35)
H (0.59, 1.18, 1.63)
O (-2.43, 2.40, 0.29)
H (-1.60, 2.95, 0.37)
H (-2.23, 1.86, -0.53)
O (-2.10, -0.03, -1.84)
H (-2.46, -0.55, -1.31)
H (-2.02, -0.47, -2.83)

=====

(2)
Density functional theory data (wB97M-V/def2-TZVPD) for a cluster of 3 separate species, C4H14O2 in total.

Computed properties:
SMILES string: CC(C)C.O.O
lowest unoccupied orbital energy: 0.812 eV
HOMO energy: -11.437 eV
frontier orbital gap: 12.2 eV

Atoms and positions in Å:
C (-0.91, -2.49, 0.38)
C (-0.73, -1.07, -0.13)
C (-1.12, -0.04, 0.93)
C (0.70, -0.90, -0.59)
H (-0.68, -3.18, -0.43)
H (-0.21, -2.70, 1.18)
H (-1.92, -2.68, 0.75)
H (-1.44, -0.91, -0.95)
H (-0.59, 0.92, 0.82)
H (-0.98, -0.35, 1.97)
H (-2.16, 0.26, 0.84)
H (1.00, -1.63, -1.34)
H (0.90, 0.07, -1.03)
H (1.38, -1.08, 0.24)
O (-0.38, 4.19, -3.18)
H (-0.77, 4.31, -4.05)
H (-0.97, 4.60, -2.54)
O (2.99, 1.20, 2.61)
H (2.19, 0.84, 2.23)
H (3.70, 0.64, 2.28)

=====

| no. | total energy (eV) |
| --- | --- |
| 1 | -8468.076 |
| 2 | -8469.963 |